No. 1
Density functional theory data (wB97M-V/def2-TZVPD) for the molecule C2H6NO2P.

The geometry in XYZ format:
```
12
Properties=species:S:1:pos:R:3:lowdin_charge:R:1
C 1.94051 1.29994 -0.18044 -0.2683
C -1.78971 -1.24638 -0.35368 -0.0670
N -0.71663 -0.30942 -0.05773 -0.2978
O -0.96290 0.87696 -0.31064 -0.0863
O 1.97970 -1.49938 0.37066 -0.4760
P 1.34640 -0.51349 -0.52088 0.8186
H 2.98161 1.56465 -0.45484 0.0308
H 1.16897 2.03861 -0.37456 -0.0080
H 1.94042 1.41773 1.01480 0.0814
H -2.20630 -1.07371 -1.36658 0.1015
H -1.43477 -2.28638 -0.19704 0.1026
H -2.57729 -0.85203 0.21314 0.0686
```

energy above the lowest of the compared OMol25 structures with the same formula, charge and spin = 407.07 kJ/mol
total charge = 0
Kohn-Sham gap (spin up / spin down) = 7.67 / 6.78 eV
HOMO energy (spin up / spin down) = -8.535 / -8.453 eV
max |F| = 3.797 eV Å⁻¹

***

No. 2
Density functional theory data (wB97M-V/def2-TZVPD) for the molecule C2H6NO2P.

The geometry in XYZ format:
```
12
Properties=species:S:1:pos:R:3:lowdin_charge:R:1
C 1.68879 0.56615 -0.00097 -0.0668
C 0.54491 -0.21803 -0.47825 -0.5575
O 0.64082 -1.31394 -0.95335 0.0618
P -1.08556 0.42473 -0.07211 0.5464
N -1.86235 -0.97997 0.50006 -0.0960
O -1.79743 1.17784 -1.04470 -0.3125
H 1.50591 1.70498 -0.04920 0.1175
H 2.55255 0.40318 -0.68155 0.1001
H 2.02473 0.17385 0.91517 0.0716
H -0.87827 1.11739 1.07523 0.0305
H -1.90421 -1.49072 -0.40039 0.0592
H -1.42990 -1.56545 1.19006 0.0458
```

SMILES = CC(=O)[P@H](N)=O
energy above the lowest of the compared OMol25 structures with the same formula, charge and spin = 62.98 kJ/mol
total charge = 0
Kohn-Sham gap = 9.97 eV
HOMO energy = -9.860 eV
max |F| = 4.032 eV Å⁻¹

***

No. 3
Density functional theory data (wB97M-V/def2-TZVPD) for the ion C2H6NO2Si with charge -1.

The geometry in XYZ format:
```
12
Properties=species:S:1:pos:R:3:lowdin_charge:R:1
C 2.04249 0.10036 0.00566 -0.1860
N 0.58732 -0.01751 -0.18755 -0.0958
C -0.12165 1.07703 -0.06903 -0.7493
O 0.21438 2.25594 -0.11430 -0.0395
O -1.53047 0.82786 0.01667 -0.2723
Si -1.98031 -0.68290 -0.07708 0.4309
H 2.27423 0.56254 1.03994 0.0843
H 2.35406 -0.90877 0.35674 0.0432
H 2.65105 0.39252 -0.80570 0.0309
H -1.97003 -1.40592 -1.36054 -0.0918
H -3.44807 -0.84374 0.33803 -0.0892
H -1.07298 -1.35741 0.85714 -0.0655
```

SMILES = C/N=C(\[O-])O[SiH3]
energy above the lowest of the compared OMol25 structures with the same formula, charge and spin = 0.00 kJ/mol
total charge = -1
Kohn-Sham gap = 7.60 eV
HOMO energy = -3.616 eV
max |F| = 4.352 eV Å⁻¹

***

No. 4
Density functional theory data (wB97M-V/def2-TZVPD) for a cluster of 2 separate species, C2H6NO3 in total.

The geometry in XYZ format:
```
12
Properties=species:S:1:pos:R:3:lowdin_charge:R:1
C 0.23234 -2.38024 0.94039 -0.1738
N 0.32153 -0.96568 1.19733 -0.0421
C 0.15970 -0.12156 0.02329 -0.7921
O 1.05055 0.75568 -0.12702 -0.0896
O -0.82686 -0.35819 -0.69594 -0.0607
H -0.62539 -2.65463 0.33033 0.0652
H 0.18468 -2.95915 1.87255 0.0558
H 1.11071 -2.81065 0.43652 0.0651
H 1.23983 -0.74831 1.56445 0.0889
H -0.25677 1.97645 -0.85336 -0.0167
H -1.10578 2.43617 -2.00927 0.0147
O -0.74146 2.76818 -1.17905 -0.1145
```

energy above the lowest of the compared OMol25 structures with the same formula, charge and spin = 16.92 kJ/mol
total charge = -1
Kohn-Sham gap = 8.61 eV
HOMO energy = -4.438 eV
max |F| = 1.037 eV Å⁻¹

***

No. 5
Density functional theory data (wB97M-V/def2-TZVPD) for a cluster of 2 separate species, C2H6NO3 in total.

The geometry in XYZ format:
```
12
Properties=species:S:1:pos:R:3:lowdin_charge:R:1
C -1.08627 -0.88595 0.41726 -0.1702
N 0.23900 -0.44425 -0.00101 -0.0588
C 1.07280 0.07832 1.10116 -0.8139
O 2.29750 -0.04551 0.91149 -0.0915
O 0.43233 0.61382 2.02815 -0.0825
H -1.51551 -1.51271 -0.37670 0.0609
H -1.72284 -0.01841 0.58015 0.0616
H -1.08608 -1.44492 1.35120 0.0628
H 0.75122 -1.20364 -0.42118 0.0850
H -0.36596 1.10431 -2.00173 0.0086
H 0.70178 1.97516 -1.37042 0.0281
O 0.28202 1.78377 -2.21836 -0.0899
```

energy above the lowest of the compared OMol25 structures with the same formula, charge and spin = 33.22 kJ/mol
total charge = -1
Kohn-Sham gap = 8.38 eV
HOMO energy = -4.286 eV
max |F| = 0.607 eV Å⁻¹

***

No. 6
Density functional theory data (wB97M-V/def2-TZVPD) for a structure of composition C2H6NO3.

The geometry in XYZ format:
```
12
Properties=species:S:1:pos:R:3:lowdin_charge:R:1
O -1.61074 -0.05113 1.25776 0.0383
C -0.30512 -0.06863 0.81955 -0.2391
N 0.51585 -1.08927 0.22136 0.2032
C 1.88943 -0.30943 -0.29492 -0.2160
O 1.57927 0.89170 -0.80824 0.0810
H 0.29387 0.70967 1.18833 0.1282
H -0.27847 -0.18765 -0.30625 0.1575
H 2.36458 -0.99880 -1.00071 0.1410
H 2.58877 -0.18719 0.54664 0.1505
H -2.18487 0.23466 0.43221 -0.0291
H -2.00850 0.57028 -1.30075 -0.0538
O -2.84409 0.48578 -0.75496 -0.3617
```

energy above the lowest of the compared OMol25 structures with the same formula, charge and spin = 691.91 kJ/mol
total charge = 0
Kohn-Sham gap (spin up / spin down) = 5.96 / 4.42 eV
⟨S²⟩ = 0.75
HOMO energy (spin up / spin down) = -8.393 / -8.387 eV
spin multiplicity = 2
max |F| = 6.921 eV Å⁻¹

***

No. 7
Density functional theory data (wB97M-V/def2-TZVPD) for a cluster of 2 separate species, C2H6NO3 in total.

The geometry in XYZ format:
```
12
Properties=species:S:1:pos:R:3:lowdin_charge:R:1
O -0.32772 2.76222 0.21897 0.0268
C -0.18288 1.62778 -0.19342 -0.3910
N 0.89036 0.83791 -0.12027 0.0664
C 0.83508 -0.63212 -0.54907 -0.2632
O -0.36390 -1.02233 -1.02806 0.0178
H -0.92424 1.21185 -0.90167 0.1377
H 1.68071 0.99888 0.48965 0.1434
H 0.99557 -1.30829 0.30427 0.1533
H 1.76172 -0.63115 -1.17836 0.1518
H -1.16062 -1.04171 0.28789 -0.0115
H -1.99416 -1.68232 1.37965 0.0485
O -1.20991 -1.12072 1.29040 -0.0800
```

energy above the lowest of the compared OMol25 structures with the same formula, charge and spin = 96.24 kJ/mol
total charge = 0
Kohn-Sham gap (spin up / spin down) = 10.54 / 6.59 eV
⟨S²⟩ = 0.76
HOMO energy (spin up / spin down) = -9.908 / -9.827 eV
spin multiplicity = 2
max |F| = 2.861 eV Å⁻¹

***

No. 8
Density functional theory data (wB97M-V/def2-TZVPD) for a cluster of 2 separate species, C2H6NO3P in total.

The geometry in XYZ format:
```
13
Properties=species:S:1:pos:R:3:lowdin_charge:R:1
C -1.84620 0.70403 -0.62760 0.0499
N -0.79121 0.31757 -1.63445 -0.4653
O -1.17326 0.06612 -2.70967 0.1062
O 0.36536 0.28251 -1.33765 0.0048
H -2.51386 1.35215 -1.06029 0.0575
H -1.39500 1.19316 0.24962 0.0590
H -2.38542 -0.25791 -0.28624 0.1431
C 2.04629 -0.90717 1.07575 -0.3548
P 1.23593 0.74312 1.43224 0.7966
O -0.09632 0.40145 1.95020 -0.5204
H 1.86618 -1.73728 1.93091 0.0806
H 1.51954 -1.12758 0.09681 0.0097
H 3.16795 -1.03016 0.92036 0.0332
```

SMILES = C[N+](=O)[O-].CP=O
energy above the lowest of the compared OMol25 structures with the same formula, charge and spin = 510.36 kJ/mol
total charge = 0
Kohn-Sham gap = 8.98 eV
HOMO energy = -9.312 eV
max |F| = 3.803 eV Å⁻¹

***

No. 9
Density functional theory data (wB97M-V/def2-TZVPD) for the ion C2H6NO3P2 with charge +1.

The geometry in XYZ format:
```
14
Properties=species:S:1:pos:R:3:lowdin_charge:R:1
C -0.31977 -0.64085 2.97283 -0.1193
C -0.10844 -0.09672 1.72677 -0.2803
N 0.31983 0.58050 -3.19818 -0.0451
O 0.80619 2.26662 -0.98068 -0.4131
O 0.12446 -0.29475 -0.83504 -0.6995
O -0.81633 -1.95533 2.91549 -0.0261
P -0.30110 1.48187 -1.42232 0.8276
P -0.07394 -1.23542 0.37833 1.0845
H -0.08105 -0.02078 3.83353 0.1397
H 0.17186 0.92910 1.48465 0.0666
H 1.09944 -0.02162 -2.88219 0.0818
H -0.32320 0.01219 -3.87335 0.1474
H 0.60988 1.34982 -3.85729 0.1109
H -1.10783 -2.35464 3.73744 0.1249
```

energy above the lowest of the compared OMol25 structures with the same formula, charge and spin = 0.00 kJ/mol
total charge = +1
Kohn-Sham gap = 8.04 eV
HOMO energy = -13.602 eV
max |F| = 2.995 eV Å⁻¹

***

No. 10
Density functional theory data (wB97M-V/def2-TZVPD) for a cluster of 2 separate species, C2H6NO3S in total.

The geometry in XYZ format:
```
13
Properties=species:S:1:pos:R:3:lowdin_charge:R:1
C 1.71233 0.67657 -0.82900 -0.1254
C 1.07928 -1.17840 0.57810 -0.0073
N 0.83343 -0.12187 -0.03559 -0.1230
O -2.53045 1.14984 1.08142 -0.0892
O -2.50565 0.50292 -1.40571 -0.1244
O -2.32865 -1.22051 0.36322 -0.1629
S -2.26371 0.09903 -0.07263 0.8766
H 2.47833 -0.06901 -1.37108 0.1310
H 1.02945 0.98653 -1.70473 0.1031
H 2.35941 1.50173 -0.34048 0.1196
H 2.15783 -1.49549 0.83391 0.1405
H 0.19217 -1.72625 0.88339 0.0681
H -2.21377 0.89492 2.01918 0.1933
```

energy above the lowest of the compared OMol25 structures with the same formula, charge and spin = 222.04 kJ/mol
total charge = +1
Kohn-Sham gap (spin up / spin down) = 6.60 / 6.60 eV
HOMO energy (spin up / spin down) = -14.216 / -14.216 eV
max |F| = 3.416 eV Å⁻¹

***

No. 11
Density functional theory data (wB97M-V/def2-TZVPD) for the ion C2H6NO3S2 with charge +1.

The geometry in XYZ format:
```
14
Properties=species:S:1:pos:R:3:lowdin_charge:R:1
C 1.33118 0.91130 -0.44244 -0.0829
C 1.41874 0.58869 0.84189 -0.0690
N 0.41959 -0.14706 1.61744 0.1848
O -1.62392 0.28403 0.29545 -0.3141
O -0.62051 -1.68092 -0.51911 -0.3094
O 0.22402 0.64125 -1.28791 -0.2689
S -2.28497 -0.16631 -2.53974 0.8746
S -1.04545 -0.33481 -0.85473 0.3872
H 2.07862 1.41393 -1.16131 0.1802
H 2.42208 0.83283 1.27564 0.1502
H -2.86753 -1.30390 -2.57367 -0.1383
H -0.47332 0.12675 1.38700 0.0176
H 0.63903 -0.07223 2.70808 0.2542
H 0.38243 -1.09355 1.25344 0.1336
```

energy above the lowest of the compared OMol25 structures with the same formula, charge and spin = 92.44 kJ/mol
total charge = +1
Kohn-Sham gap (spin up / spin down) = 7.77 / 6.45 eV
⟨S²⟩ = 2.01
HOMO energy (spin up / spin down) = -10.965 / -14.584 eV
spin multiplicity = 3
max |F| = 6.754 eV Å⁻¹

***

No. 12
Density functional theory data (wB97M-V/def2-TZVPD) for a cluster of 3 separate species, C2H6NO4S in total.

The geometry in XYZ format:
```
14
Properties=species:S:1:pos:R:3:lowdin_charge:R:1
C -2.09765 -1.83990 -0.37465 -0.2742
C -2.37721 -2.29239 0.80479 -0.0433
N -1.93038 -1.37310 -1.49614 0.1638
O 0.04288 2.81820 -0.46933 -0.5039
O 2.24353 1.87221 -0.63060 -0.5257
O 2.81537 1.23535 2.16073 -0.0969
O 0.41988 0.33987 -1.53507 -0.3925
S 0.82937 1.60311 -0.24128 0.6673
H 2.13949 0.98491 1.49881 -0.0435
H -2.07673 -3.31433 1.02859 0.0420
H -3.06309 -1.83587 1.48221 0.0337
H 0.85169 0.82815 -2.25034 -0.0054
H -1.07245 -0.95073 -1.72293 -0.0038
H 3.27531 1.92451 1.74521 -0.0176
```

energy above the lowest of the compared OMol25 structures with the same formula, charge and spin = 49.83 kJ/mol
total charge = -1
Kohn-Sham gap = 8.61 eV
HOMO energy = -4.997 eV
max |F| = 3.157 eV Å⁻¹